1.
Formula: C2H8OP4S
Source: the OMol25 dataset
Level of theory: wB97M-V/def2-TZVPD

```
16
C2H8OP4S (wB97M-V/def2-TZVPD)
O 0.40 1.03 -1.39
C -0.50 0.56 -0.75
C -1.84 0.93 -0.85
S -2.62 1.02 0.86
P 0.00 -0.72 0.71
P -0.87 -2.44 -0.25
P 2.04 -0.68 -0.13
P 2.59 1.23 0.78
H -2.39 0.01 -1.08
H -2.04 1.70 -1.63
H -1.93 2.00 1.58
H 0.09 -3.32 0.40
H -1.65 -2.48 0.93
H 2.55 -1.52 0.96
H 3.91 0.78 0.22
H 2.26 1.89 -0.36
```

Results
* SMILES: O=C(CS)P(#[PH2])[PH]#[PH2]
* frontier orbital gap: 8.40 eV
* E: -1919.75085 a.u.
* HOMO energy: -8.129 eV
* molecular weight: 204.05 g/mol
* relative energy (zero: lowest compared OMol25 entry of this formula, charge and spin): 0.0 kJ/mol

=====

2.
Formula: C2H8OS
Source: the OMol25 dataset
Level of theory: wB97M-V/def2-TZVPD

```
12
C2H8OS (wB97M-V/def2-TZVPD)
C -1.81 0.98 -1.04
C -1.82 -0.48 -0.57
O -0.50 -1.00 -0.45
H -1.06 1.55 -0.50
H -2.75 1.52 -0.86
H -1.64 1.04 -2.11
H -2.21 -0.58 0.44
H -2.47 -1.06 -1.22
H -0.13 -1.06 -1.33
S 2.08 0.25 1.09
H 1.56 0.98 0.07
H 1.29 -0.81 0.85
```

Results
* SMILES: CCO.S
* frontier orbital gap: 10.19 eV
* E: -554.39970 a.u.
* HOMO energy: -9.360 eV
* molecular weight: 80.15 g/mol
* relative energy (zero: lowest compared OMol25 entry of this formula, charge and spin): 47.7 kJ/mol

=====

3.
Formula: C2H8OS
Source: the OMol25 dataset
Level of theory: wB97M-V/def2-TZVPD

```
12
C2H8OS (wB97M-V/def2-TZVPD)
C -1.20 -0.90 1.75
O -1.62 -1.55 0.63
H -2.11 -0.49 2.26
H -0.68 -1.61 2.42
H -0.62 0.01 1.57
H -1.41 -1.05 -0.31
C 1.62 1.16 0.03
S 0.53 0.66 -1.31
H 1.04 1.76 0.65
H 1.91 0.38 0.78
H 2.57 1.65 -0.41
H 1.29 -0.35 -1.75
```

Results
* SMILES: CO.CS
* frontier orbital gap: 10.24 eV
* E: -554.36918 a.u.
* HOMO energy: -9.494 eV
* molecular weight: 80.15 g/mol
* relative energy (zero: lowest compared OMol25 entry of this formula, charge and spin): 127.8 kJ/mol

=====

4.
Formula: C2H8OS
Source: the OMol25 dataset
Level of theory: wB97M-V/def2-TZVPD

```
12
C2H8OS (wB97M-V/def2-TZVPD)
C 1.17 0.21 0.18
C 1.21 -1.27 -0.15
O 2.50 -1.86 -0.14
H 1.46 0.84 -0.64
H 1.79 0.45 1.03
H 0.14 0.42 0.44
H 0.56 -1.79 0.57
H 0.76 -1.40 -1.14
H 3.07 -1.31 0.43
S -4.35 1.94 -0.79
H -5.06 1.58 0.29
H -3.25 2.18 -0.08
```

Results
* SMILES: CCO.S
* frontier orbital gap: 10.58 eV
* E: -554.39583 a.u.
* HOMO energy: -9.889 eV
* molecular weight: 80.15 g/mol
* relative energy (zero: lowest compared OMol25 entry of this formula, charge and spin): 57.8 kJ/mol

=====

5.
Formula: C2H8OS2
Source: the OMol25 dataset
Level of theory: wB97M-V/def2-TZVPD

```
13
C2H8OS2 (wB97M-V/def2-TZVPD)
C 2.36 -1.58 -0.80
S 0.53 -1.42 -0.37
S -0.21 -1.57 -2.36
H 2.51 -1.44 -1.87
H 2.77 -0.69 -0.30
H 2.74 -2.50 -0.39
H -0.57 -2.91 -2.21
C -1.64 2.24 1.62
O -1.67 1.59 0.35
H -1.20 3.20 1.34
H -1.16 1.75 2.47
H -2.60 2.65 1.97
H -1.85 0.67 0.55
```

Results
* SMILES: CSS.CO
* frontier orbital gap: 9.46 eV
* E: -952.56579 a.u.
* HOMO energy: -9.088 eV
* molecular weight: 112.22 g/mol
* relative energy (zero: lowest compared OMol25 entry of this formula, charge and spin): 125.4 kJ/mol

=====

6.
Formula: C2H8OS2
Source: the OMol25 dataset
Level of theory: wB97M-V/def2-TZVPD

```
13
C2H8OS2 (wB97M-V/def2-TZVPD)
C 0.05 -0.88 1.83
S 1.42 -1.43 0.57
S 1.95 -1.25 -1.56
C 0.39 -1.31 -2.36
H -0.74 -0.42 1.23
H -0.21 -1.90 2.01
H 0.53 -0.35 2.63
H 0.51 -1.07 -3.48
H -0.16 -2.25 -2.19
H -0.32 -0.65 -1.86
H -0.82 3.25 1.49
H -1.30 4.16 0.38
O -1.30 4.10 1.32
```

Results
* frontier orbital gap (alpha / beta): 7.34 / 5.86 eV
* E: -952.23366 a.u.
* charge: +1
* HOMO energy (alpha / beta): -14.052 / -14.052 eV
* molecular weight: 112.22 g/mol
* spin multiplicity: 2
* relative energy (zero: lowest compared OMol25 entry of this formula, charge and spin): 186.9 kJ/mol

=====

7.
Formula: C2H8S2
Source: the OMol25 dataset
Level of theory: wB97M-V/def2-TZVPD

```
12
C2H8S2 (wB97M-V/def2-TZVPD)
C -0.01 1.80 -0.38
S -0.94 1.05 -1.75
H -0.49 1.46 0.54
H 0.96 1.31 -0.31
H 0.10 2.87 -0.42
H -2.13 1.58 -1.47
C 0.92 -1.83 0.51
S -0.51 -1.39 1.61
H 1.61 -1.00 0.60
H 1.35 -2.73 0.94
H 0.54 -1.94 -0.50
H -1.39 -1.18 0.61
```

Results
* SMILES: CS.CS
* frontier orbital gap: 9.84 eV
* E: -877.34500 a.u.
* HOMO energy: -9.041 eV
* molecular weight: 96.22 g/mol
* relative energy (zero: lowest compared OMol25 entry of this formula, charge and spin): 36.0 kJ/mol

=====

8.
Formula: C2H8S2
Source: the OMol25 dataset
Level of theory: wB97M-V/def2-TZVPD

```
12
C2H8S2 (wB97M-V/def2-TZVPD)
C -2.48 0.77 0.21
C -2.22 -0.77 0.27
H -2.90 1.02 -0.78
H -1.37 1.21 0.39
H -3.16 1.09 1.00
H -1.42 -1.09 -0.41
H -1.87 -1.07 1.26
H -3.15 -1.29 0.02
S 1.22 0.63 -0.99
S 1.41 -0.60 0.72
H -0.14 0.51 -1.18
H 0.15 -0.86 1.06
```

Results
* SMILES: CC.SS
* frontier orbital gap: 8.76 eV
* E: -877.32983 a.u.
* HOMO energy: -8.584 eV
* molecular weight: 96.22 g/mol
* relative energy (zero: lowest compared OMol25 entry of this formula, charge and spin): 75.9 kJ/mol

=====

9.
Formula: C2H8S2
Source: the OMol25 dataset
Level of theory: wB97M-V/def2-TZVPD

```
12
C2H8S2 (wB97M-V/def2-TZVPD)
C 1.56 0.68 -0.92
S 0.91 0.58 0.71
C 0.17 -1.07 0.69
H 1.96 -0.26 -1.31
H 0.69 1.08 -1.67
H 2.34 1.43 -0.85
H -0.69 -1.18 1.41
H 1.00 -1.79 0.98
H -0.26 -1.25 -0.32
S -2.76 0.73 0.12
H -3.46 -0.19 0.80
H -1.47 1.23 0.35
```

Results
* SMILES: CSC.S
* frontier orbital gap: 9.37 eV
* E: -877.30427 a.u.
* HOMO energy: -8.699 eV
* molecular weight: 96.22 g/mol
* relative energy (zero: lowest compared OMol25 entry of this formula, charge and spin): 143.0 kJ/mol

=====

10.
Formula: C2H8S3
Source: the OMol25 dataset
Level of theory: wB97M-V/def2-TZVPD

```
13
C2H8S3 (wB97M-V/def2-TZVPD)
C 1.26 -0.07 0.43
S -0.44 -0.61 0.27
C -0.64 -2.05 1.26
H 1.43 0.98 0.50
H 1.88 -0.65 -0.14
H 1.47 -0.13 1.55
H -0.91 -1.88 2.45
H -1.45 -2.76 1.01
H 0.31 -2.63 1.49
S -1.53 1.94 -2.81
S -0.55 3.34 -1.62
H -1.28 0.94 -1.92
H 0.47 3.56 -2.48
```

Results
* SMILES: CSC.SS
* frontier orbital gap: 9.01 eV
* E: -1275.49846 a.u.
* HOMO energy: -8.612 eV
* molecular weight: 128.29 g/mol
* relative energy (zero: lowest compared OMol25 entry of this formula, charge and spin): 127.0 kJ/mol

=====

11.
Formula: C2H8S3
Source: the OMol25 dataset
Level of theory: wB97M-V/def2-TZVPD

```
13
C2H8S3 (wB97M-V/def2-TZVPD)
C -0.98 -1.89 2.11
C -0.81 -1.90 0.58
S -0.54 -3.61 -0.03
H -0.01 -1.82 2.60
H -1.49 -2.77 2.49
H -1.50 -1.00 2.48
H -1.78 -1.60 0.19
H -0.02 -1.27 0.23
H -1.84 -3.80 -0.18
S 3.41 5.06 -2.48
S 1.48 5.67 -2.03
H 3.18 3.80 -2.91
H 0.89 5.11 -3.06
```

Results
* SMILES: CCS.SS
* frontier orbital gap: 9.13 eV
* E: -1275.52610 a.u.
* HOMO energy: -8.872 eV
* molecular weight: 128.29 g/mol
* relative energy (zero: lowest compared OMol25 entry of this formula, charge and spin): 54.4 kJ/mol

=====

12.
Formula: C2H8S3
Source: the OMol25 dataset
Level of theory: wB97M-V/def2-TZVPD

```
13
C2H8S3 (wB97M-V/def2-TZVPD)
C 2.76 -2.59 -0.80
C 1.83 -1.36 -0.72
S 2.55 -0.03 0.28
H 3.24 -2.79 -1.76
H 2.13 -3.49 -0.71
H 3.43 -2.62 0.04
H 1.81 -0.88 -1.70
H 0.81 -1.56 -0.44
H 3.57 0.30 -0.54
S -6.49 3.04 1.68
S -5.60 4.82 1.20
H -5.54 2.10 1.56
H -4.50 5.05 1.89
```

Results
* SMILES: CCS.SS
* frontier orbital gap: 9.29 eV
* E: -1275.51759 a.u.
* HOMO energy: -8.987 eV
* molecular weight: 128.29 g/mol
* relative energy (zero: lowest compared OMol25 entry of this formula, charge and spin): 76.8 kJ/mol

=====

13.
Formula: C2H8S3
Source: the OMol25 dataset
Level of theory: wB97M-V/def2-TZVPD

```
13
C2H8S3 (wB97M-V/def2-TZVPD)
C 2.34 -2.37 -0.37
S 0.57 -1.96 -0.57
C 0.17 -1.73 1.16
H 2.84 -1.61 0.18
H 2.74 -2.53 -1.42
H 2.36 -3.36 0.10
H -1.02 -2.01 1.09
H 0.57 -2.44 1.81
H 0.12 -0.65 1.50
S -1.22 1.53 -0.81
S -0.77 2.52 0.90
H -0.43 0.43 -0.91
H 0.42 3.34 0.64
```

Results
* SMILES: CSC.SS
* frontier orbital gap: 9.11 eV
* E: -1275.50998 a.u.
* HOMO energy: -8.672 eV
* molecular weight: 128.29 g/mol
* relative energy (zero: lowest compared OMol25 entry of this formula, charge and spin): 96.8 kJ/mol

=====

14.
Formula: C2H8S3
Source: the OMol25 dataset
Level of theory: wB97M-V/def2-TZVPD

```
13
C2H8S3 (wB97M-V/def2-TZVPD)
C -1.43 1.71 -1.09
S -0.26 1.18 -2.38
S -1.31 -0.44 -3.16
H -1.02 1.49 -0.11
H -1.58 2.78 -1.23
H -2.38 1.21 -1.20
H -0.28 -1.28 -3.32
C 1.67 -1.42 2.36
S 0.84 0.17 2.01
H 2.67 -1.20 2.69
H 1.68 -2.03 1.46
H 1.10 -1.95 3.11
H 0.30 -0.23 0.85
```

Results
* SMILES: CSS.CS
* frontier orbital gap: 8.92 eV
* E: -1275.53108 a.u.
* HOMO energy: -8.439 eV
* molecular weight: 128.29 g/mol
* relative energy (zero: lowest compared OMol25 entry of this formula, charge and spin): 41.4 kJ/mol

=====

15.
Formula: C2H8S4
Source: the OMol25 dataset
Level of theory: wB97M-V/def2-TZVPD

```
14
C2H8S4 (wB97M-V/def2-TZVPD)
C 0.47 -1.16 -2.05
S -0.50 0.09 -2.87
S -0.06 1.81 -1.89
H 0.09 -1.38 -1.05
H 1.52 -0.90 -2.00
H 0.48 -2.07 -2.64
H -1.12 1.81 -1.05
C 0.47 0.87 2.16
S -0.83 0.00 3.00
S -1.38 -1.52 1.81
H 1.04 0.30 1.42
H 1.20 1.22 2.88
H -0.02 1.64 1.56
H -1.37 -0.70 0.73
```

Results
* frontier orbital gap (alpha / beta): 7.26 / 3.69 eV
* E: -1673.40961 a.u.
* charge: +1
* HOMO energy (alpha / beta): -12.212 / -12.207 eV
* molecular weight: 160.35 g/mol
* spin multiplicity: 2
* relative energy (zero: lowest compared OMol25 entry of this formula, charge and spin): 55.9 kJ/mol

=====

16.
Formula: C2H9BrClN4
Source: the OMol25 dataset
Level of theory: wB97M-V/def2-TZVPD

```
17
C2H9BrClN4 (wB97M-V/def2-TZVPD)
C -1.43 -1.13 0.06
C -1.68 0.39 0.32
N -0.77 2.51 0.77
N 0.49 0.65 0.97
N -0.68 1.16 0.62
N -0.24 -1.25 -0.85
Cl 3.61 1.87 -0.46
Br -3.17 1.24 -0.23
H -1.34 -1.76 0.92
H -2.29 -1.43 -0.41
H -1.66 2.75 0.95
H -0.02 3.01 1.18
H 1.01 0.20 0.20
H 1.09 1.30 1.31
H 0.26 -2.10 -0.61
H 3.71 3.02 -0.96
H -0.45 -1.26 -1.90
```

Results
* frontier orbital gap: 9.70 eV
* E: -3334.48616 a.u.
* charge: +1
* HOMO energy: -13.673 eV
* molecular weight: 204.48 g/mol
* relative energy (zero: lowest compared OMol25 entry of this formula, charge and spin): 0.0 kJ/mol

=====

17.
Formula: C2H9N2O
Source: the OMol25 dataset
Level of theory: wB97M-V/def2-TZVPD

```
14
C2H9N2O (wB97M-V/def2-TZVPD)
C -0.67 -2.07 1.02
N -1.42 -0.95 0.49
C -0.55 0.22 0.21
O 0.44 0.01 -0.67
H 0.32 -2.16 0.56
H -1.24 -2.99 0.84
H -0.55 -1.98 2.10
H -1.85 -1.21 -0.39
H -0.18 0.54 1.22
H -1.27 1.02 -0.09
N 1.74 2.51 -0.83
H 1.40 2.80 -1.74
H 2.74 2.36 -0.94
H 1.26 1.59 -0.64
```

Results
* frontier orbital gap: 7.32 eV
* E: -266.34145 a.u.
* charge: -1
* HOMO energy: -2.760 eV
* molecular weight: 77.11 g/mol
* relative energy (zero: lowest compared OMol25 entry of this formula, charge and spin): 8.2 kJ/mol